Computed, not measured: C11H19NO9S3 as an isolated structure in a non-equilibrium geometry, with ωB97M-V with the def2-TZVPD basis set.

Its LUMO energy is -0.0982 eV. As for the strongest force on any atom: 4.460 eV Å⁻¹. As for the multiplicity: 1. The gap between HOMO and LUMO is 8.01 eV. For the HOMO energy, the calculation gives -0.29791 Eh.

Each line ends with the Mulliken charge.
Element x y z (Å)
1 C -2.81337 3.26356 1.39357  -0.909
2 S -1.19240 2.37035 1.30852  1.085
3 O -0.14011 3.37927 1.41429  -0.543
4 O -1.15422 1.49863 2.47347  -0.579
5 O -1.22020 1.58363 -0.14811  -0.203
6 S -0.21527 0.20725 -0.20007  0.683
7 O -0.71862 -0.85106 0.67057  -0.474
8 O -0.55126 -0.34893 -1.74825  -0.293
9 C 0.53593 -1.17276 -2.23202  -0.909
10 C 0.34502 -2.70777 -1.85131  -0.056
11 C -0.46104 -3.52127 -2.94143  -0.564
12 C -1.22749 -4.77758 -2.38928  -0.757
13 N -0.38947 -5.77167 -1.70329  0.278
14 C -0.91713 -6.91260 -1.05472  -0.529
15 C 0.13290 -7.70964 -0.42946  -0.392
16 C 1.43175 -7.00334 -0.72812  -0.716
17 C 0.98544 -5.86689 -1.51721  -0.018
18 H -3.46286 2.85011 0.56188  0.330
19 H -3.34935 3.04487 2.34810  0.338
20 H -2.67030 4.34772 1.16114  0.293
21 H 0.59353 -1.04544 -3.34732  0.393
22 H 1.53551 -0.85953 -1.80845  0.383
23 H -0.09909 -2.85035 -0.82989  0.335
24 H 1.39822 -3.11653 -1.78135  0.131
25 H -1.25488 -2.82087 -3.34605  0.370
26 H 0.21096 -3.85601 -3.78502  0.302
27 H -1.97892 -4.40956 -1.62288  0.392
28 H -1.85424 -5.28154 -3.18482  0.349
29 H -2.00363 -7.18218 -1.02845  0.308
30 H 0.00552 -8.65601 0.14076  0.354
31 H 2.45568 -7.29130 -0.41152  0.362
32 H 1.75060 -5.16420 -1.91270  0.252
33 C 0.77806 6.63495 1.76191  -0.067
34 C 1.68602 5.85886 2.69551  -0.268
35 O 2.64085 6.81789 3.15974  -0.339
36 S 1.93538 8.26867 3.24733  1.091
37 O 1.52598 8.48962 4.59242  -0.531
38 O 2.73141 9.19950 2.52451  -0.532
39 O 0.62229 7.91908 2.37224  -0.332
40 H 1.24428 6.77673 0.78350  0.285
41 H -0.18957 6.15331 1.63466  0.086
42 H 2.18346 5.02992 2.19641  0.293
43 H 1.13461 5.48310 3.56119  0.318